Entry 1:
A cluster of 2 separate species, C2H2ClIO in total in a non-equilibrium geometry. Source: the OMol25 dataset; level of theory: wB97M-V/def2-TZVPD.

Its spin multiplicity is 1. For the LUMO energy (alpha / beta), the calculation gives -1.95 / -3.11 eV. Its largest force on an atom is 5.261 eV/A. The value obtained for the HOMO-LUMO gap (alpha / beta) is 0.2990 / 0.2321 Eh. As for the net charge: 0. The energy above the lowest of the compared OMol25 structures with the same formula, charge and spin is 2.027 eV.

The geometry in XYZ format:
```
7
C2H2ClIO (wB97M-V/def2-TZVPD)
C -0.55 0.14 0.80
C 0.70 0.32 -0.07
O -1.36 1.05 0.85
Cl 1.03 1.51 -1.19
I -0.91 -1.95 -1.79
H -0.38 -0.65 1.45
H 1.47 -0.42 -0.06
```

What are the Löwdin partial charges on each atom? They are as follows, in elementary charge units: C -0.400; C -0.600; O 0.026; Cl 0.712; I 0.156; H 0.083; H 0.024

---

Entry 2:
A cluster of 4 separate species, C22H53BrN4O9S in total. Source: the OMol25 dataset; level of theory: wB97M-V/def2-TZVPD.

Its spin multiplicity is 1. Its SMILES is N[C@H]1CC[C@@H](Br)OS1(=O)=O.COCCNCCOC.COCCNCCOC.COCCNCCOC. For the LUMO energy, the calculation gives 0.48 eV. Its largest force on an atom is 0.470 eV/A. The value obtained for the HOMO-LUMO gap is 0.3258 Eh. As for the net charge: 0.

The geometry in XYZ format:
```
90
C22H53BrN4O9S (wB97M-V/def2-TZVPD)
N 3.39 2.23 -1.27
C 1.99 2.30 -1.63
C 1.17 1.08 -1.17
C -0.12 1.46 -0.44
C -0.82 2.50 -1.29
Br -2.70 2.65 -1.00
O -0.24 3.79 -1.06
S 1.36 3.88 -0.96
O 1.74 4.95 -1.84
O 1.73 3.97 0.42
H 4.00 2.45 -2.03
H 3.63 2.78 -0.46
H 1.90 2.44 -2.71
H 0.92 0.47 -2.04
H 1.81 0.49 -0.53
H 0.11 1.90 0.53
H -0.76 0.59 -0.28
H -0.70 2.27 -2.35
C 7.38 4.33 1.43
O 6.21 4.33 0.64
C 5.00 4.61 1.35
C 4.46 5.99 1.01
N 5.30 7.04 1.57
C 5.01 8.39 1.10
C 5.05 8.68 -0.40
O 6.34 8.66 -0.98
C 6.85 7.38 -1.29
H 8.17 3.87 0.84
H 7.71 5.34 1.70
H 7.24 3.76 2.35
H 5.15 4.49 2.42
H 4.26 3.88 1.02
H 3.45 6.07 1.43
H 4.37 6.04 -0.08
H 6.27 6.82 1.39
H 5.72 9.06 1.58
H 4.01 8.66 1.46
H 4.68 9.69 -0.54
H 4.38 8.01 -0.97
H 6.07 6.72 -1.66
H 7.34 6.91 -0.43
H 7.60 7.52 -2.07
C -2.51 -5.01 -4.78
O -3.01 -4.71 -3.49
C -2.62 -5.62 -2.47
C -1.61 -5.01 -1.52
N -0.31 -4.82 -2.16
C 0.63 -4.01 -1.39
C 0.20 -2.61 -0.93
O 0.08 -1.65 -1.97
C -1.11 -1.71 -2.73
H -3.07 -4.40 -5.48
H -1.45 -4.77 -4.88
H -2.66 -6.06 -5.03
H -2.24 -6.55 -2.91
H -3.52 -5.86 -1.89
H -1.49 -5.69 -0.67
H -2.04 -4.09 -1.14
H -0.44 -4.40 -3.07
H 1.54 -3.90 -1.98
H 0.90 -4.57 -0.49
H 0.99 -2.23 -0.27
H -0.73 -2.64 -0.35
H -1.97 -1.99 -2.11
H -1.04 -2.42 -3.56
H -1.28 -0.72 -3.14
C -8.07 -5.13 2.68
O -7.48 -3.96 3.20
C -6.75 -4.13 4.40
C -5.26 -4.00 4.18
N -4.73 -5.12 3.41
C -3.36 -4.98 2.94
C -3.00 -3.80 2.06
O -3.53 -3.84 0.75
C -4.89 -3.46 0.62
H -8.78 -4.82 1.92
H -7.33 -5.79 2.20
H -8.59 -5.70 3.45
H -6.99 -5.09 4.87
H -7.06 -3.33 5.09
H -4.76 -3.98 5.15
H -5.08 -3.03 3.70
H -5.34 -5.31 2.63
H -3.11 -5.89 2.39
H -2.70 -4.96 3.82
H -1.91 -3.81 1.93
H -3.25 -2.84 2.53
H -5.14 -2.64 1.30
H -5.57 -4.29 0.80
H -5.03 -3.13 -0.41
```

Here are the Löwdin charges for atoms 1 to 8, given in e: N 0.058; C -0.389; C -0.154; C -0.211; C -0.774; Br 0.775; O -0.276; S 0.656

---

Entry 3:
A structure of composition C19H20F6MgN2O4PS. Source: the OMol25 dataset; level of theory: wB97M-V/def2-TZVPD.

Its spin multiplicity is 2. For the LUMO energy (alpha / beta), the calculation gives -0.33 / -2.68 eV. Its largest force on an atom is 0.259 eV/A. The value obtained for the HOMO-LUMO gap (alpha / beta) is 0.2912 / 0.2041 Eh. As for the net charge: 0. The energy above the lowest of the compared OMol25 structures with the same formula, charge and spin is 0.143 eV.

The geometry in XYZ format:
```
54
C19H20F6MgN2O4PS (wB97M-V/def2-TZVPD)
Mg -0.52 -0.47 -0.50
C -4.61 -1.89 -1.20
O -5.28 -0.61 -1.16
C -4.69 0.56 -1.22
C -5.54 1.66 -1.35
C -5.03 2.92 -1.44
C -3.63 3.14 -1.42
C -2.74 2.11 -1.27
C -1.32 2.43 -1.27
N -0.40 1.57 -1.07
N 0.89 2.03 -1.11
C 1.74 1.03 -0.98
O 1.40 -0.20 -0.86
C 3.18 1.36 -0.97
C 4.12 0.34 -0.87
C 5.47 0.62 -0.84
C 5.90 1.94 -0.90
C 4.98 2.97 -1.00
C 3.62 2.69 -1.03
C -3.24 0.75 -1.14
O -2.50 -0.24 -0.97
H -5.42 -2.61 -1.29
H -3.95 -1.95 -2.06
H -4.04 -2.07 -0.29
H -6.61 1.48 -1.38
H -5.69 3.77 -1.55
H -3.25 4.15 -1.51
H -1.04 3.47 -1.46
H 3.76 -0.69 -0.83
H 6.19 -0.18 -0.77
H 6.96 2.17 -0.88
H 5.31 4.00 -1.05
H 2.89 3.48 -1.11
O -0.50 -0.40 1.47
S -0.06 -1.45 2.49
C 0.64 -0.42 3.80
C 2.00 0.02 3.28
C 2.64 -1.26 2.79
C 1.59 -1.99 1.94
H 0.73 -1.05 4.69
H -0.08 0.38 4.00
H 2.58 0.52 4.06
H 1.86 0.72 2.46
H 2.93 -1.88 3.64
H 3.54 -1.08 2.20
H 1.63 -3.07 1.97
H 1.63 -1.66 0.90
F -0.33 -2.43 -0.58
P -1.18 -3.94 -0.42
F -1.97 -5.30 -0.26
F -0.12 -4.56 -1.43
F -0.20 -4.25 0.82
F -2.17 -3.16 0.59
F -2.09 -3.46 -1.66
```

Here are the Löwdin charges for atoms 1 to 8, given in e: Mg 0.669; C -0.005; O -0.002; C -0.167; C 0.006; C -0.042; C -0.024; C -0.107

---

Entry 4:
A cluster of 6 separate species, CH13O5S in total in a non-equilibrium geometry. Source: the OMol25 dataset; level of theory: wB97M-V/def2-TZVPD.

Its spin multiplicity is 1. For the LUMO energy, the calculation gives 3.53 eV. Its largest force on an atom is 1.687 eV/A. The value obtained for the HOMO-LUMO gap is 0.2759 Eh. As for the net charge: -1. The energy above the lowest of the compared OMol25 structures with the same formula, charge and spin is 1.057 eV.

The geometry in XYZ format:
```
20
CH13O5S (wB97M-V/def2-TZVPD)
C -0.65 -1.23 2.73
S -0.53 -1.30 0.90
H 0.19 -1.73 3.22
H -1.60 -1.79 2.83
H -0.96 -0.23 3.10
H -0.15 -0.73 -1.33
H -1.53 -0.63 -1.88
O -0.62 -0.72 -2.19
H 0.77 0.11 0.32
H 1.71 0.71 -0.74
O 1.63 0.65 0.22
H -1.66 1.03 0.39
H -1.72 1.64 1.75
O -1.78 1.88 0.82
H 2.19 -2.11 -2.78
H 0.62 -2.14 -2.70
O 1.40 -2.51 -3.15
H 1.35 2.47 -0.32
H 0.20 3.23 -0.61
O 1.15 3.40 -0.56
```

Here are the Löwdin charges for atoms 1 to 8, given in e: C -0.585; S 0.348; H 0.004; H -0.024; H 0.000; H -0.081; H 0.034; O -0.116

---

Entry 5:
A cluster of 11 separate species, C45H67BN10O in total in a non-equilibrium geometry. Source: the OMol25 dataset; level of theory: wB97M-V/def2-TZVPD.

Its spin multiplicity is 1. For the LUMO energy, the calculation gives -3.34 eV. Its largest force on an atom is 15.560 eV/A. The value obtained for the HOMO-LUMO gap is 0.1292 Eh. As for the net charge: 0. The energy above the lowest of the compared OMol25 structures with the same formula, charge and spin is 4.202 eV.

The geometry in XYZ format:
```
124
C45H67BN10O (wB97M-V/def2-TZVPD)
C -0.55 -2.25 0.40
C -0.15 -0.91 -0.54
C -1.41 -0.25 -1.05
C -1.18 1.14 -1.49
C -0.55 1.99 -0.44
C 0.86 1.46 0.01
N 0.73 0.03 0.33
O 1.65 -0.55 1.04
C 1.33 2.21 1.23
C 2.03 1.55 -1.04
C 0.61 -1.48 -1.82
H -0.92 -3.07 -0.06
H -0.84 -1.94 1.41
H 0.51 -2.82 0.36
H -2.12 -0.21 -0.15
H -2.01 -0.67 -1.84
H -2.11 1.64 -1.75
H -0.69 1.28 -2.44
H -1.14 2.22 0.43
H -0.45 3.15 -0.77
H 1.37 3.26 1.16
H 2.38 1.99 1.50
H 0.71 2.10 2.11
H 1.45 1.14 -1.96
H 2.70 0.88 -0.83
H 2.30 2.46 -1.16
H 0.12 -2.21 -2.48
H 1.64 -1.84 -1.66
H 0.67 -0.64 -2.52
B -1.63 0.50 3.80
H -1.85 0.69 4.91
H -0.54 0.03 3.60
H -2.26 -0.55 3.48
H -2.12 1.45 3.29
N -6.57 1.89 1.66
C -5.19 2.11 1.97
C -4.53 2.87 0.83
C -5.65 3.19 -0.09
C -6.96 2.59 0.60
H -7.26 1.28 2.20
H -4.65 1.72 2.78
H -3.57 3.24 0.59
H -5.58 3.84 -1.12
H -7.92 2.80 0.55
N 0.56 4.97 -3.23
C 0.58 3.65 -3.91
C 1.93 3.44 -4.47
C 2.81 4.69 -4.10
C 1.85 5.54 -3.30
H 0.01 5.56 -2.93
H -0.44 3.09 -3.97
H 2.38 2.67 -4.98
H 3.74 5.05 -4.54
H 1.89 6.53 -3.06
N -3.05 -1.62 -4.84
C -1.98 -2.45 -4.47
C -0.74 -1.90 -5.24
C -1.34 -0.97 -6.25
C -2.75 -0.79 -5.80
H -4.00 -1.79 -4.49
H -2.37 -3.18 -3.61
H 0.34 -2.21 -5.09
H -0.80 -0.59 -7.08
H -3.42 -0.01 -6.06
N 3.29 0.00 5.81
C 3.19 0.64 4.54
C 3.99 1.98 4.59
C 4.65 1.95 6.01
C 4.13 0.73 6.71
H 2.93 -0.86 6.04
H 2.52 0.22 3.77
H 3.83 2.57 3.77
H 5.36 2.83 6.22
H 4.37 0.44 7.72
N -2.05 5.99 -4.06
C -2.45 4.79 -4.51
C -2.92 3.95 -3.33
C -2.75 4.96 -2.17
C -2.31 6.22 -2.70
H -1.50 6.41 -4.86
H -2.51 4.63 -5.63
H -3.41 3.08 -3.29
H -3.14 4.70 -0.98
H -2.06 7.12 -2.47
N -3.60 -5.59 3.97
C -3.42 -5.76 2.67
C -2.54 -4.67 2.14
C -2.19 -3.77 3.41
C -2.84 -4.49 4.54
H -4.00 -6.14 4.73
H -4.06 -6.40 2.15
H -1.96 -4.48 1.13
H -1.46 -2.74 3.74
H -3.05 -4.42 5.77
N 3.17 -2.31 -4.26
C 2.98 -1.25 -5.07
C 3.60 -0.02 -4.45
C 4.18 -0.48 -3.13
C 3.88 -1.97 -3.10
H 3.22 -3.24 -4.40
H 2.24 -1.26 -5.93
H 3.53 1.02 -4.86
H 4.92 0.08 -2.49
H 4.28 -2.82 -2.44
N 1.87 -5.53 0.83
C 2.05 -4.67 -0.20
C 2.90 -3.50 0.27
C 3.31 -3.83 1.67
C 2.53 -5.13 1.99
H 1.40 -6.39 0.79
H 1.63 -5.05 -1.13
H 3.27 -2.67 -0.32
H 3.94 -3.35 2.41
H 2.53 -5.69 3.01
N 1.01 -1.48 4.85
C 1.25 -1.93 6.18
C 2.58 -2.68 6.17
C 2.93 -2.87 4.73
C 1.85 -2.18 3.99
H 0.24 -1.02 4.58
H 0.77 -1.60 7.10
H 2.89 -3.37 6.92
H 3.67 -3.60 4.26
H 1.55 -2.04 2.97
```

Here are the Löwdin charges for atoms 1 to 8, given in e: C 0.025; C -0.302; C -0.147; C -0.228; C -0.106; C -0.404; N 0.111; O 0.157

---

Entry 6:
A structure of composition C50H49INO3P2TeTl. Source: the OMol25 dataset; level of theory: wB97M-V/def2-TZVPD.

Its spin multiplicity is 2. For the LUMO energy (alpha / beta), the calculation gives 2.00 / 1.99 eV. Its largest force on an atom is 0.451 eV/A. The value obtained for the HOMO-LUMO gap (alpha / beta) is 0.1575 / 0.2432 Eh. As for the net charge: -1. The energy above the lowest of the compared OMol25 structures with the same formula, charge and spin is 0.000 eV.

The geometry in XYZ format:
```
108
C50H49INO3P2TeTl (wB97M-V/def2-TZVPD)
Tl -1.35 2.62 -0.77
O -1.14 0.88 -2.72
P -0.32 0.00 -3.59
C 1.01 -0.87 -2.71
P 2.25 0.32 -2.07
O 1.90 1.74 -2.30
C 3.77 -0.12 -2.96
C 4.38 -1.37 -2.89
C 5.52 -1.64 -3.64
C 6.05 -0.65 -4.46
C 5.45 0.60 -4.53
C 4.31 0.86 -3.78
C 2.49 -0.13 -0.35
C 2.67 0.91 0.56
C 2.89 0.62 1.90
C 2.95 -0.69 2.33
C 2.76 -1.73 1.43
C 2.52 -1.45 0.09
C 0.44 0.85 -4.98
C 1.49 0.32 -5.72
C 2.03 1.03 -6.79
C 1.52 2.27 -7.11
C 0.47 2.81 -6.37
C -0.06 2.11 -5.31
C -1.37 -1.30 -4.27
C -2.73 -1.22 -3.97
C -3.60 -2.18 -4.45
C -3.13 -3.22 -5.23
C -1.77 -3.31 -5.54
C -0.90 -2.35 -5.06
H 1.47 -1.60 -3.37
H 0.52 -1.40 -1.89
H 3.98 -2.14 -2.24
H 5.99 -2.61 -3.58
H 6.94 -0.86 -5.04
H 5.87 1.37 -5.16
H 3.82 1.83 -3.83
H 2.57 1.94 0.23
H 2.97 1.44 2.61
H 3.10 -0.92 3.38
H 2.76 -2.76 1.78
H 2.33 -2.27 -0.60
H 1.92 -0.65 -5.47
H 2.85 0.61 -7.35
H 1.94 2.83 -7.94
H 0.08 3.79 -6.62
H -0.86 2.52 -4.71
H -3.09 -0.40 -3.34
H -4.66 -2.11 -4.21
H -3.81 -3.98 -5.60
H -1.41 -4.12 -6.15
H 0.16 -2.42 -5.31
C 2.23 -2.72 6.97
C 1.53 -1.99 5.85
C 1.01 -2.67 4.76
C 0.35 -2.00 3.72
C -0.16 -2.84 2.58
C 0.20 -0.61 3.77
Te -0.61 0.42 1.72
N -1.37 2.08 2.58
C -0.50 3.02 2.33
O 0.68 2.82 1.90
C -0.94 4.45 2.46
C -2.27 4.77 2.73
C -2.67 6.10 2.81
C -1.74 7.12 2.62
C -0.42 6.80 2.35
C -0.02 5.48 2.26
C -2.39 -0.73 1.82
C -3.23 -0.77 2.94
C -2.96 -0.04 4.24
C -4.39 -1.54 2.88
C -4.73 -2.28 1.76
C -6.01 -3.06 1.69
C -3.86 -2.26 0.67
C -2.70 -1.49 0.69
C -1.80 -1.56 -0.51
C 0.75 0.09 4.86
C 0.69 1.59 4.97
C 1.39 -0.61 5.88
H 2.24 -3.80 6.79
H 1.74 -2.54 7.93
H 3.27 -2.39 7.07
H 1.12 -3.75 4.70
H 0.31 -3.83 2.60
H 0.07 -2.39 1.62
H -1.24 -2.97 2.62
H -2.98 3.96 2.86
H -3.70 6.34 3.02
H -2.06 8.15 2.68
H 0.30 7.59 2.19
H 1.00 5.21 2.04
H -2.59 0.96 4.06
H -2.21 -0.58 4.83
H -3.88 0.01 4.83
H -5.05 -1.56 3.74
H -6.44 -3.20 2.69
H -5.86 -4.04 1.24
H -6.75 -2.53 1.08
H -4.10 -2.82 -0.22
H -2.32 -2.02 -1.35
H -0.90 -2.15 -0.30
H -1.49 -0.56 -0.84
H 0.97 2.07 4.03
H 1.36 1.94 5.75
H -0.32 1.92 5.21
H 1.80 -0.05 6.72
I -4.28 1.70 -1.20
```

Here are the Löwdin charges for atoms 1 to 8, given in e: Tl 0.451; O -0.532; P 0.715; C -0.271; P 0.718; O -0.334; C -0.266; C -0.080